# 1
{"formula": "C5H7NO", "method": "wB97M-V/def2-TZVPD", "charge": 0, "energy_ha": -324.554807, "homo_ev": [-7.231, -8.658], "e_lumo_ev": [-0.14, 0.79], "symbols": ["C", "C", "O", "C", "C", "N", "C", "H", "H", "H", "H", "H", "H", "H"], "positions_angstrom": [[-1.03284, 0.85657, -0.15395], [1.51120, 0.28913, -0.63906], [1.60219, -0.01070, 0.64232], [0.45254, -0.92867, 0.51425], [-0.74166, -0.13978, 1.00268], [-0.68340, 0.13962, -1.36951], [0.40394, -0.65467, -1.05613], [-2.07526, 1.18188, -0.12013], [-0.46473, 1.79832, -0.11703], [1.80065, 1.30852, -0.91303], [0.66128, -1.91599, 0.93896], [-1.59305, -0.82333, 1.09524], [-0.54197, 0.33153, 1.96941], [0.67964, -1.41524, -1.78537]], "mulliken_charge": [-0.58, -0.36, -0.36, 0.02, -0.60, -0.57, -0.01, 0.38, 0.24, 0.37, 0.42, 0.31, 0.32, 0.42]}

# 2
{"formula": "C8H10O8PY", "method": "wB97M-V/def2-TZVPD", "charge": 2, "energy_ha": -1291.668602, "homo_ev": [-15.945, -15.944], "e_lumo_ev": [-10.60, -10.60], "symbols": ["O", "C", "Y", "O", "C", "C", "O", "C", "O", "C", "O", "H", "C", "O", "P", "O", "C", "O", "C", "H", "H", "H", "H", "H", "H", "H", "H", "H"], "positions_angstrom": [[1.46512, 4.67031, 2.13893], [2.42485, 4.67313, 1.47470], [1.46025, 0.19049, -0.58999], [-1.09466, 2.92788, -0.00262], [-0.38053, 2.06507, -0.07817], [0.37455, 0.96341, -2.71450], [-0.14259, 1.42493, -3.63456], [2.97313, 1.89918, -1.69831], [4.08548, 2.04552, -2.00776], [1.77161, 2.72482, -1.01523], [1.86400, 3.85960, -1.22099], [2.41549, -1.58408, -0.27116], [-0.80960, -2.31475, -1.76323], [0.18164, -1.94245, -0.76162], [0.18857, -2.61050, 0.84607], [-1.38127, -2.77717, 1.17154], [-2.58942, -1.97199, 1.02810], [0.55152, -0.97530, 1.44690], [-0.23777, -0.28944, 2.47245], [-0.25641, -2.58684, -2.67451], [-1.47201, -1.45498, -1.96622], [-1.38772, -3.17040, -1.37675], [-2.55118, -1.22200, 0.22353], [-3.38385, -2.69459, 0.80753], [-2.81658, -1.49091, 1.98778], [0.41667, 0.46620, 2.93879], [-1.11361, 0.21801, 2.02598], [-0.55568, -1.04315, 3.21335]], "mulliken_charge": [-0.16, 0.17, 1.04, -0.09, 0.17, 0.35, -0.05, 0.01, -0.01, 0.42, -0.08, -0.10, -0.77, -0.14, 0.36, -0.25, -0.54, -0.33, -0.69, 0.31, 0.34, 0.31, 0.22, 0.26, 0.31, 0.31, 0.31, 0.32]}

# 3
{"formula": "C2HCl2FS", "method": "wB97M-V/def2-TZVPD", "charge": 0, "energy_ha": -1495.055385, "homo_ev": [-8.616, -8.104], "e_lumo_ev": [-0.72, -0.85], "symbols": ["C", "C", "F", "S", "Cl", "Cl", "H"], "positions_angstrom": [[-1.18899, -1.16935, 0.39413], [1.41655, 1.18487, -0.10612], [-1.15987, -2.33868, 1.03897], [-2.40178, -0.39313, -0.17711], [0.72219, -0.35070, 0.32085], [1.95216, 1.25034, -1.68254], [0.65974, 1.81666, 0.21182]], "mulliken_charge": [0.37, -0.12, -0.16, -0.23, -0.03, -0.09, 0.25]}

# 4
{"formula": "C15H21Br3N4O6", "method": "wB97M-V/def2-TZVPD", "charge": 0, "energy_ha": -8976.614603, "homo_ev": -8.368, "e_lumo_ev": -1.19, "symbols": ["C", "Br", "Br", "Br", "H", "C", "C", "C", "C", "C", "C", "O", "O", "H", "H", "H", "H", "H", "H", "C", "C", "C", "C", "C", "C", "O", "O", "H", "H", "H", "H", "H", "H", "C", "O", "N", "N", "H", "H", "H", "H", "C", "O", "N", "N", "H", "H", "H", "H"], "positions_angstrom": [[-1.09696, -0.89658, -1.47942], [-2.22751, 0.55902, -2.37575], [-1.33188, -0.62109, 0.50019], [0.84281, -0.94841, -2.18782], [-1.44174, -1.90244, -1.71911], [0.99319, 1.64342, -6.46117], [1.27541, 0.55639, -7.29850], [2.03030, -0.51664, -6.84433], [2.56623, -0.50242, -5.57759], [2.27383, 0.56790, -4.69237], [1.55912, 1.65121, -5.15975], [1.63317, 2.82201, -4.44034], [2.30213, -1.48439, -7.69127], [0.48263, 2.44359, -6.97641], [0.85766, 0.61654, -8.29262], [3.15273, -1.32567, -5.19722], [2.72005, 0.66479, -3.71365], [1.23397, 3.63236, -4.76525], [3.25577, -1.51261, -7.79797], [-0.78813, 2.60977, 3.92289], [-1.32134, 1.34223, 3.43063], [-1.32152, 0.31879, 4.30538], [-0.70739, 0.41015, 5.49073], [-0.39010, 1.56884, 6.01296], [-0.38217, 2.72279, 5.21536], [0.14348, 3.80414, 5.79580], [-1.65002, -0.90086, 3.74195], [-0.82670, 3.55008, 3.39305], [-1.68326, 1.20232, 2.42274], [-0.94809, -0.34061, 6.22885], [-0.17793, 1.54891, 7.07173], [-0.03427, 3.79170, 6.73912], [-1.49245, -1.67938, 4.28110], [4.30591, -3.35681, 0.51643], [5.48635, -3.45131, 0.82310], [3.82518, -2.50021, -0.35368], [3.29930, -3.99782, 1.01143], [4.38356, -1.65880, -0.37201], [2.90091, -2.45575, -0.75845], [3.40275, -4.73433, 1.69477], [2.34949, -3.68686, 0.86555], [-4.96705, -0.03691, 3.08116], [-4.85840, -0.15403, 4.31242], [-6.00746, 0.34844, 2.37662], [-3.85342, 0.00501, 2.40485], [-6.89627, 0.04035, 2.74433], [-5.80001, 0.67507, 1.44368], [-3.09644, -0.41470, 2.92536], [-3.97545, -0.01718, 1.40249]], "mulliken_charge": [-0.51, -0.06, 0.11, 0.07, 0.46, -0.52, -0.42, 0.38, -0.53, -1.03, 0.56, -0.54, -0.55, 0.31, 0.39, 0.42, 0.84, 0.31, 0.34, -1.03, -0.01, 0.94, -0.90, -0.20, 0.72, -0.55, -0.44, 0.35, 0.13, 0.25, 0.25, 0.30, 0.22, 0.62, -0.65, -0.30, -0.36, 0.17, 0.16, 0.20, 0.14, 0.49, -0.68, -0.37, -0.25, 0.26, 0.19, 0.19, 0.14]}

# 5
{"formula": "C6H11N", "method": "wB97M-V/def2-TZVPD", "smiles": "C=C/C=C/CCN", "charge": 0, "energy_ha": -289.887154, "homo_ev": -8.063, "e_lumo_ev": 0.88, "symbols": ["C", "C", "C", "C", "C", "C", "N", "H", "H", "H", "H", "H", "H", "H", "H", "H", "H", "H"], "positions_angstrom": [[-1.61866, 0.61103, -1.37806], [-1.17970, 0.86517, 0.06996], [-0.20273, -0.21026, 0.40096], [1.06859, 0.15015, 0.66185], [2.01202, -0.78249, 1.32469], [3.32442, -0.45250, 1.44142], [-2.21941, -0.70823, -1.59678], [-0.81808, 0.83174, -2.09837], [-2.34161, 1.41282, -1.62452], [-2.16110, 0.76705, 0.57616], [-0.85468, 1.87537, 0.31142], [-0.46533, -1.25717, 0.48456], [1.58819, 1.04894, 0.34664], [1.72256, -1.83867, 1.43090], [3.63029, 0.54289, 1.76081], [4.06904, -1.23727, 1.52574], [-3.07743, -0.81231, -1.06950], [-2.47636, -0.80626, -2.56787]], "mulliken_charge": [-0.53, -0.74, -0.16, -0.23, -0.26, -0.74, -0.57, 0.38, 0.32, 0.27, 0.37, 0.34, 0.33, 0.25, 0.27, 0.26, 0.20, 0.23]}

# 6
{"formula": "C6H9NO", "method": "wB97M-V/def2-TZVPD", "smiles": "C=CC(=O)N1C[C@@H]1C", "charge": 0, "energy_ha": -363.834094, "homo_ev": -9.017, "e_lumo_ev": 0.82, "symbols": ["C", "C", "C", "C", "C", "C", "H", "H", "H", "H", "H", "H", "H", "H", "H", "N", "O"], "positions_angstrom": [[1.16053, 1.33345, 0.15317], [0.04311, 1.33630, -0.83173], [0.45412, 0.35488, -2.10038], [-0.17791, -1.08809, -0.00619], [-1.16518, -0.81368, 1.16153], [-1.04994, -1.71243, 2.17990], [0.92255, 1.58953, 1.25704], [1.56653, 0.18708, 0.21539], [1.73866, 2.08008, -0.43034], [-0.72293, 2.15926, -1.09987], [1.49603, -0.03941, -2.23330], [-0.22038, 0.63499, -3.06947], [-2.12601, 0.01239, 0.81568], [-0.34579, -2.41441, 2.01104], [-1.61940, -1.35732, 3.07528], [-0.25150, -0.08603, -0.95507], [0.29750, -2.17657, -0.14268]], "mulliken_charge": [-1.03, -0.01, -0.37, 0.37, -0.14, -0.72, 0.28, 0.27, 0.33, 0.33, 0.28, 0.20, 0.20, 0.41, 0.25, -0.07, -0.57]}